Record 1
Here is a molecular structure, C4H6HgO2 in a non-equilibrium geometry from OMol25. Energies are from wB97M-V/def2-TZVPD.

Values from the calculation:
M = 286.68 g mol⁻¹
HOMO (alpha / beta) = -17.53 / -18.18 eV
Charge = +2
Orbital gap (alpha / beta) = 4.05 / 5.12 eV
E_tot = -458.96664 a.u.
Spin multiplicity = 1
F_max = 5.94 eV Å⁻¹

XYZ file:
```
13
C4H6HgO2 | OMol25 | wB97M-V/def2-TZVPD
C -0.85 1.02 -0.50
O -1.93 0.99 -1.29
H -0.30 1.96 -0.58
H -2.25 0.09 -1.44
C 2.14 -0.99 -0.23
C 1.25 -0.21 0.40
C -0.19 -0.16 0.05
O -1.03 0.66 0.93
Hg -2.38 0.36 2.13
H 1.82 -1.69 -1.00
H 1.60 0.56 1.10
H 2.77 -1.44 0.59
H -0.66 -1.13 -0.16
```

***

Record 2
Here is a molecular structure, C4H4GaO2 in a non-equilibrium geometry from OMol25. Energies are from wB97M-V/def2-TZVPD.

Values from the calculation:
M = 153.80 g mol⁻¹
HOMO (alpha / beta) = -29.04 / -29.07 eV
Charge = +4
Orbital gap (alpha / beta) = 3.47 / 3.59 eV
E_tot = -2227.53422 a.u.
Energy above the lowest of the compared OMol25 structures with the same formula, charge and spin = 7.8 kcal per mole
⟨S²⟩ = 0.88
Spin multiplicity = 2
F_max = 5.27 eV Å⁻¹

XYZ file:
```
11
C4H4GaO2 | OMol25 | wB97M-V/def2-TZVPD
H 0.45 1.73 -0.70
C -0.50 0.98 1.20
C 0.26 0.92 0.00
C 0.16 -0.52 -0.33
H -0.99 1.86 1.62
H 0.93 -1.18 0.08
H -0.77 -0.91 -0.78
O -0.92 -0.21 1.38
Ga -1.11 -1.43 2.65
O 1.00 -0.56 -2.05
C 1.49 -0.68 -3.07
```